Version one
13
Properties=species:S:1:pos:R:3:lowdin_charge:R:1 method="wB97M-V/def2-TZVPD" total_charge=0 orbital_gap_ev=9.15
C -0.405 0.679 0.596 -0.18
C -0.185 1.008 -0.868 -0.19
O 0.987 0.383 -1.394 -0.10
C 1.385 -0.817 -1.034 -0.16
N 0.721 -1.443 -0.012 -0.02
C -0.436 -0.839 0.731 -0.18
H 0.418 1.085 1.192 0.12
H -1.329 1.160 0.940 0.12
H -1.023 0.671 -1.486 0.13
H -0.021 2.070 -1.045 0.12
H 1.712 -1.571 0.310 0.11
H -0.451 -1.165 1.776 0.11
H -1.374 -1.221 0.294 0.12

Version two
13
Properties=species:S:1:pos:R:3:lowdin_charge:R:1 method="wB97M-V/def2-TZVPD" total_charge=0 orbital_gap_ev=9.04
C 1.900 0.375 0.452 -0.06
C 0.793 -0.162 -0.459 -0.55
O 0.200 -1.302 -0.061 -0.17
H 1.105 -0.107 -1.528 0.13
H 1.535 0.496 1.475 0.08
H 2.698 -0.372 0.476 0.07
H 2.306 1.330 0.102 0.07
N -2.454 -0.692 0.155 0.16
C -1.353 -0.075 -0.045 -0.14
C -0.477 0.808 -0.411 0.04
H -3.042 -0.979 -0.622 0.13
H -2.618 -1.194 1.022 0.13
H -0.595 1.874 -0.555 0.11

Version three
13
Properties=species:S:1:pos:R:3:lowdin_charge:R:1 method="wB97M-V/def2-TZVPD" total_charge=0 smiles="CC(C)=NC=O" orbital_gap_ev=10.09
C -0.501 -1.344 -0.446 -0.03
C -0.054 0.079 -0.282 -0.35
C 0.312 0.713 1.034 -0.01
N 0.218 0.721 -1.326 0.14
C 0.159 1.904 -1.845 -0.42
O -0.859 2.541 -1.778 0.03
H -1.617 -1.267 -0.208 0.11
H -0.083 -2.013 0.251 0.05
H -0.426 -1.807 -1.528 0.13
H 0.361 1.833 0.849 0.11
H 1.228 0.442 1.611 0.10
H -0.510 0.556 1.639 0.05
H 1.021 2.212 -2.297 0.10

Version four
13
Properties=species:S:1:pos:R:3:lowdin_charge:R:1 method="wB97M-V/def2-TZVPD" total_charge=0 smiles="C[C@H]1N[C@H]1C=O" orbital_gap_ev=10.45
C 0.377 -1.262 0.149 -0.07
C -0.876 -0.402 0.073 -0.29
N -0.847 0.636 1.108 0.08
C -0.443 0.980 -0.251 -0.24
C 1.040 0.888 -0.541 -0.29
O 1.960 1.133 0.206 0.04
H 1.251 -0.596 0.366 0.07
H 0.434 -1.876 1.031 0.08
H 0.535 -1.831 -0.777 0.09
H -1.844 -0.806 -0.249 0.14
H -1.786 0.994 1.275 0.10
H -1.007 1.702 -0.837 0.14
H 1.205 0.440 -1.550 0.14

version three is the most stable structure; the next one sits 25.4 kcal/mol above it.

Version one
13
Properties=species:S:1:pos:R:3:lowdin_charge:R:1 method="wB97M-V/def2-TZVPD" total_charge=0 orbital_gap_ev=9.93
C 1.286 0.331 0.577 -0.09
C 0.501 -0.060 -0.696 -0.25
C -0.545 -1.060 -0.173 -0.14
N -1.218 0.088 0.477 -0.02
C -0.581 0.981 -0.500 -0.46
O -0.842 2.093 -0.844 0.13
H 1.940 -0.489 0.893 0.05
H 1.953 1.190 0.323 0.08
H 0.073 0.370 1.273 0.19
H 0.966 -0.228 -1.677 0.14
H -0.157 -1.841 0.488 0.12
H -1.201 -1.469 -0.937 0.11
H -2.174 0.094 0.797 0.14

Version two
13
Properties=species:S:1:pos:R:3:lowdin_charge:R:1 method="wB97M-V/def2-TZVPD" total_charge=0 smiles="[H]/N=C(/C=C)OC" orbital_gap_ev=10.67
H 1.739 1.508 0.404 0.07
N 1.780 0.660 -0.210 0.15
C 0.669 0.069 -0.339 -0.43
C 0.722 -1.112 -1.245 -0.10
C -0.374 -1.561 -1.893 0.04
O -0.570 0.186 0.372 -0.11
C -0.561 1.000 1.539 -0.08
H 1.669 -1.551 -1.082 0.09
H -0.368 -2.470 -2.455 0.05
H -1.319 -1.047 -1.752 0.06
H -0.679 2.033 1.311 0.09
H 0.224 0.666 2.198 0.09
H -1.386 0.543 1.987 0.07

version two is the most stable structure; the next one sits 21.0 kcal/mol above it.

Version one
13
Properties=species:S:1:pos:R:3:lowdin_charge:R:1 method="wB97M-V/def2-TZVPD" total_charge=0 orbital_gap_ev=8.61
C -1.423 -0.613 0.442 -0.06
C -0.187 -0.647 -0.375 -0.05
C 0.211 0.433 -1.233 -0.22
N 0.638 1.273 -0.082 0.05
C 1.469 0.752 0.808 -0.44
O 1.629 -0.441 1.122 -0.04
H -1.170 -0.800 1.492 0.10
H -2.076 -1.435 0.120 0.10
H -1.951 0.339 0.357 0.09
H 0.403 -1.553 -0.333 0.12
H 1.025 0.201 -1.926 0.12
H -0.603 0.959 -1.736 0.12
H 2.036 1.532 1.342 0.12

Version two
13
Properties=species:S:1:pos:R:3:lowdin_charge:R:1 method="wB97M-V/def2-TZVPD" total_charge=0 smiles=C[C@H](C#N)CO orbital_gap_ev=11.05
C -0.543 1.560 0.161 -0.06
C -0.569 0.110 -0.310 -0.33
C -1.563 -0.917 0.084 -0.19
N -1.657 -2.074 0.006 0.14
C 0.658 -0.805 -0.037 -0.26
O 1.844 -0.042 -0.154 -0.04
H -1.507 2.034 -0.045 0.08
H -0.313 1.665 1.223 0.08
H 0.220 2.114 -0.402 0.08
H -0.725 0.122 -1.394 0.15
H 0.274 -1.766 -0.623 0.14
H 0.652 -1.287 0.937 0.11
H 2.420 -0.217 0.608 0.10

Version three
13
Properties=species:S:1:pos:R:3:lowdin_charge:R:1 method="wB97M-V/def2-TZVPD" total_charge=0 smiles="[O-]C1=CCC[NH2+]1" orbital_gap_ev=8.83
O 1.985 0.672 -1.508 0.09
C 1.176 0.208 -0.758 -0.47
C 0.738 -1.023 -0.196 -0.12
C -0.744 -0.912 0.155 -0.19
C -0.947 0.623 0.316 -0.18
N 0.440 1.095 0.350 -0.02
H 1.147 -1.967 -0.538 0.10
H -1.399 -1.296 -0.634 0.10
H -0.989 -1.458 1.073 0.10
H -1.473 1.054 -0.544 0.12
H -1.486 0.895 1.227 0.11
H 0.990 0.072 0.860 0.22
H 0.621 2.094 0.372 0.15

Version four
13
Properties=species:S:1:pos:R:3:lowdin_charge:R:1 method="wB97M-V/def2-TZVPD" total_charge=0 smiles="O=CCN1CC1" orbital_gap_ev=10.33
O -1.662 -0.387 1.440 0.04
C -1.483 0.338 0.489 -0.29
C -0.268 1.218 0.310 -0.15
N 0.616 0.486 -0.617 -0.09
C 1.469 -0.543 -0.052 -0.14
C 0.265 -0.930 -0.810 -0.16
H -2.138 0.292 -0.408 0.14
H 0.207 1.401 1.278 0.12
H -0.547 2.174 -0.149 0.11
H 1.423 -0.692 1.028 0.12
H 2.451 -0.662 -0.499 0.10
H -0.500 -1.367 -0.171 0.09
H 0.274 -1.275 -1.839 0.11

version two is the most stable structure; the next one sits 3.6 kcal/mol above it.